No. 1
Below is one molecule with the formula C31H40N2O8 at a distorted geometry, with properties calculated with ωB97M-V/def2-TZVPD.

Element x y z (Å)
H  -3.1470  -3.9533  -0.3674
C  1.7026  2.7014  -0.9556
C  6.7309  -2.2076  1.0937
C  -5.1592  -0.7474  1.3476
C  1.8779  1.2313  -0.5677
C  -1.4488  0.9565  1.3130
C  -2.1696  2.9080  -0.8825
O  -4.5283  -2.9601  -1.5506
H  2.4081  2.9826  -1.7403
H  2.5915  -1.6393  -1.0727
C  5.1224  1.1555  1.4849
H  4.1941  1.9409  -1.5664
H  6.5057  0.2119  -1.2078
H  0.1015  2.3630  -2.3524
H  -2.2392  3.9526  -1.1945
H  4.1174  2.8580  0.5777
C  1.0431  -0.5758  0.9584
H  -2.8748  2.7526  -0.0577
O  -3.8956  2.3070  -2.4802
H  -8.1398  -0.6792  -0.2642
C  2.4491  -0.7763  1.5082
C  -4.4620  -1.5949  0.4850
C  -0.7474  2.6329  -0.3784
H  -4.5188  2.0897  -1.7765
H  4.2924  -1.3194  -1.3645
H  1.8735  3.3357  -0.0859
H  0.8785  -1.2547  0.1228
C  -2.4740  0.5416  -1.6098
C  6.0636  -0.9742  0.5549
C  -5.0918  -2.1048  -0.6332
C  -1.0916  0.2061  -1.0530
H  -1.2451  3.6162  1.2419
C  4.8991  -0.3568  1.2506
C  3.5445  -0.4713  0.4749
H  -1.9669  2.1963  -2.9185
H  6.0500  -3.0657  1.1326
H  5.9938  1.4839  0.9206
N  -3.2354  0.2286  2.4812
O  -0.4539  3.5028  0.7053
H  -3.2273  0.3464  -0.8449
H  3.1357  1.9924  1.7593
O  8.6187  -1.5843  -1.6794
O  4.1744  1.0249  -1.2701
H  5.3034  1.3704  2.5372
H  0.1807  4.0105  -1.7183
C  -6.4281  -1.7556  -0.9110
H  1.7117  0.6136  -1.4567
H  -2.6855  -0.1020  -2.4665
C  3.8732  1.8708  0.9686
H  -2.9948  -4.0979  -2.1365
O  7.7834  -2.4902  0.2024
H  1.0313  1.5284  1.3610
H  -0.3651  0.2296  -1.8649
H  -7.0203  0.2002  1.7808
H  -2.8510  0.6441  3.3356
C  0.8489  0.8692  0.5049
C  -2.5924  2.0012  -2.0423
C  0.2890  2.9561  -1.4603
H  -1.0422  1.4081  2.2282
H  3.8124  -2.5201  -0.1546
C  7.8101  -1.5613  -0.7950
H  2.5788  -0.1331  2.3803
N  -2.5512  0.3372  1.3306
H  2.5646  -1.8105  1.8409
C  3.5643  -1.5579  -0.5973
C  -6.4882  -0.4346  1.0901
H  4.7841  -0.8724  2.2084
H  -2.5028  -2.5892  -1.3270
H  7.1413  -2.0483  2.0980
C  -0.6213  1.1386  0.0735
C  -4.5423  -0.1914  2.5723
O  -5.1259  -0.0639  3.6286
H  0.3144  -0.8234  1.7341
H  -6.4173  -2.8023  -2.4886
C  6.7158  -0.6086  -0.5514
H  -1.1250  -0.8104  -0.6602
H  -3.4426  -1.8567  0.7121
C  3.3356  0.9422  -0.1295
O  -7.0434  -2.2376  -2.0140
C  -7.1142  -0.9233  -0.0408
C  -3.2189  -3.4159  -1.3178

For the HOMO-LUMO gap, the calculation gives 0.325 hartree. The total energy comes out at -52157.0988 eV. The calculation puts the highest occupied orbital energy at -8.6 eV. Its molar mass is 568.667 g mol⁻¹. As for the relative energy (zero: lowest compared OMol25 entry of this formula, charge and spin): 1.1 kcal/mol. As for the SMILES: COc1cc(C(=O)N/N=C/[C@@]23CC[C@@H](O)C[C@]2(O)CC[C@@H]2[C@@H]3CC[C@]3(C)[C@@H](C4=CC(=O)OC4)CC[C@]23O)ccc1O. As for the charge: 0. Its LUMO energy is 0.2358 eV.

These are the Löwdin partial charges, in e, on atoms 1 to 4: number 1, H, carries 0.103; number 2, C, carries -0.118; number 3, C, carries -0.116; number 4, C, carries -0.151

***

No. 2
Below is C31H40N5O3S2SiW as an isolated structure at a distorted geometry, with properties calculated with ωB97M-V/def2-TZVPD.

Element x y z (Å)
H  -1.4454  0.6357  5.4563
C  -2.8182  -0.3935  3.3976
Si  -0.3040  0.4343  2.8029
C  -2.3237  1.6012  -1.0027
H  -0.8702  -3.8368  -3.6737
H  -0.6931  3.4175  -1.8773
C  -1.5280  1.5712  -5.4656
C  2.9655  -4.1086  -2.8729
C  1.9917  3.7348  1.6997
H  -0.9174  1.2463  -2.3822
C  0.3097  -2.3964  3.1666
H  -0.3511  3.0498  -0.1810
S  -0.5239  -3.0300  -1.0164
H  -2.6137  -1.1383  2.6314
O  1.7594  -1.1711  -0.2843
H  1.8711  3.3824  -1.1081
C  1.9857  -3.8827  -1.9247
C  1.1540  -4.2097  -4.4641
H  -2.3472  2.0505  -0.0092
H  -1.4219  2.3342  -7.5660
O  2.2808  -4.1724  0.5148
H  0.4083  -4.4824  3.2003
N  1.6852  1.2275  -0.9270
H  3.2579  -4.4806  -4.9240
H  -2.2603  2.9237  2.5563
H  0.3281  -4.4784  5.7920
H  -2.5069  1.9787  -5.2742
H  1.9045  4.7589  1.3837
C  0.4029  -1.1256  5.1554
H  2.4914  0.1596  3.0442
H  0.2585  -2.3227  6.9593
H  0.9956  1.6287  -7.6444
C  2.3180  1.1926  2.5735
C  2.5473  -4.2652  -4.1603
H  -2.6692  1.8446  5.2023
H  1.3802  2.5353  -2.5771
H  0.1938  -2.3749  2.0606
H  -3.7320  2.2097  3.2153
H  -3.8868  -0.1891  3.5635
H  4.0851  3.8650  1.5117
C  -2.7885  1.9993  2.6660
H  1.8207  0.4089  -5.8923
N  -0.8847  1.4393  -1.3670
H  2.3939  0.7675  -1.4949
C  0.3833  -2.3272  5.8554
C  -0.2066  2.7272  -1.2001
C  1.0196  1.6955  2.4991
C  -3.0803  0.2634  -1.0283
H  4.4429  1.4763  2.4679
S  1.1741  -0.4353  -3.4200
W  0.2093  -0.4325  -0.6142
C  0.3594  -3.5717  5.2185
O  -0.3864  -0.0546  1.0492
C  0.4330  -3.6011  3.8361
C  0.8761  3.0122  2.0116
H  -0.9826  2.2191  4.8542
H  -3.6008  0.1519  -0.0847
N  -0.9411  0.9681  -4.4521
C  -2.0060  0.9340  3.3619
H  2.0637  1.3565  0.0316
H  -3.7914  0.2477  -1.8378
C  3.4664  1.9224  2.2930
N  0.8999  0.7626  -5.7577
C  0.6553  -3.6999  -2.1751
C  0.2968  0.5174  -4.5952
C  0.2005  -3.9320  -3.5116
H  0.4128  -0.1997  5.7110
C  0.3426  1.4035  -6.8256
H  -0.1145  3.4995  1.9389
C  -0.9528  1.7873  -6.7710
C  2.2046  -3.9863  -0.5773
H  0.8837  -4.2477  -5.5273
H  -2.5398  -0.9745  4.3088
H  -2.5064  -1.5910  -0.5591
C  1.2721  2.5755  -1.4942
C  -1.7619  1.4418  4.7966
C  3.2947  3.1863  1.7804
H  -2.7513  2.3207  -1.6811
N  -2.1216  -0.8736  -1.2049
C  0.2806  -1.1022  3.7526
H  -3.1983  1.6296  1.7299
H  4.0195  -4.1125  -2.5174
H  -2.1519  -1.2954  -2.1260

For the HOMO-LUMO gap, the calculation gives 0.214 hartree. The total energy comes out at -77740.5875 eV. The calculation puts the highest occupied orbital energy at -15.6 eV. Its molar mass is 806.753 g mol⁻¹. As for the relative energy (zero: lowest compared OMol25 entry of this formula, charge and spin): 20.5 kcal/mol. As for the charge: +3. Its LUMO energy is -9.7508 eV.

These are the Löwdin partial charges, in e, on atoms 1 to 4: number 1, H, carries 0.065; number 2, C, carries -0.063; number 3, Si, carries 0.716; number 4, C, carries -0.149

***

No. 3
Below is a 7-piece molecular cluster, C31H40O11S3 overall at a distorted geometry, with properties calculated with ωB97M-V/def2-TZVPD.

Element x y z (Å)
H  -8.3360  2.4255  -1.5308
O  0.5872  -0.1060  0.1300
H  -2.3092  1.6539  0.9398
H  -3.0566  -0.1168  2.6274
S  1.8595  -7.0816  -1.3762
H  0.8263  -3.8445  -1.5579
H  5.8984  1.3828  5.3834
C  4.6618  -1.5005  -1.1327
H  6.1630  -4.3669  -0.1698
C  0.5634  -4.8724  -1.8071
O  1.7774  -6.9504  0.0435
H  2.1120  -3.0020  0.4634
O  1.7269  -5.6622  -2.1117
C  -7.4730  2.6257  -2.1634
S  -0.6613  -0.7723  0.1935
H  -7.4914  3.9678  2.8298
C  -2.7399  0.7242  0.5649
H  1.9742  1.8945  -4.4521
H  6.0844  0.1132  3.2307
O  -5.3012  1.8987  -1.5463
H  -5.7293  3.8753  -1.6839
H  -3.9236  5.6868  1.3008
H  6.6751  -2.2414  -1.3020
C  -2.6801  -0.3336  1.6334
H  1.8164  2.2365  4.5462
H  -3.7266  2.3727  4.0298
H  3.6344  4.9434  -0.9385
H  4.8525  -0.6266  -1.7445
C  5.1357  0.4975  3.5831
C  2.5626  3.1104  -1.3808
C  4.0362  0.3889  2.7468
S  -6.1070  0.5706  -1.9527
H  1.3893  1.4542  -2.1481
H  3.8953  -4.7641  0.7218
H  -6.3070  5.6835  1.4661
O  -6.6277  0.0625  -0.7319
C  3.8632  1.9201  5.0578
H  2.5802  -1.0151  -0.7550
H  -1.0856  -5.6214  -3.0097
C  -3.6273  3.9476  2.5932
H  -6.2009  2.4173  4.2174
O  -0.8093  -2.1012  -0.2738
H  3.2233  3.8905  -5.0618
C  -4.3094  3.0610  3.4290
C  5.6982  -2.3915  -0.8607
C  3.5146  4.5904  -3.0091
H  -3.6905  0.8070  0.0543
H  4.0734  -6.4351  -1.5697
C  2.7478  1.7838  4.2294
H  4.0527  5.4512  -3.3825
H  2.3353  2.8541  -0.3516
C  4.1187  -3.8112  0.2531
C  3.3451  4.2169  -1.6886
C  2.3387  2.5819  -3.7000
C  -5.6876  3.0898  3.5438
H  -7.6595  3.4054  -2.8937
O  -5.4065  -0.2709  -2.8370
C  5.3928  -3.6115  -0.2579
O  -7.1815  1.3851  -2.8115
C  -6.4107  3.9825  2.7556
O  -1.8035  0.1840  -0.3809
H  -2.5469  3.9783  2.6474
H  3.8852  2.5897  5.9079
C  3.4045  -1.6921  -0.5802
H  -6.4010  2.9898  -0.2493
C  5.0314  1.2519  4.7467
C  -6.2244  2.9795  -1.3229
C  2.0576  2.2782  -2.3580
C  -4.3562  4.8685  1.8634
C  3.5457  -7.3228  -1.9078
H  3.5219  -7.4771  -2.9805
O  0.9628  -8.0001  -2.0022
H  0.0685  -5.2509  -0.9122
C  2.8091  0.9250  3.1494
H  -0.8193  -3.8774  -3.2529
H  1.9315  0.5711  2.6211
H  0.3321  -4.9944  -3.8874
O  -1.3134  -0.7190  1.6799
H  -3.2388  -1.1995  1.2566
H  3.9383  -8.1884  -1.3790
C  -5.7473  4.9165  1.9865
C  3.1301  -2.8603  0.1232
H  4.1152  -0.2826  1.9002
C  3.0780  3.7084  -4.0025
C  -0.3384  -4.8306  -3.0411

For the HOMO-LUMO gap, the calculation gives 0.342 hartree. The total energy comes out at -87820.6098 eV. The calculation puts the highest occupied orbital energy at -9.1 eV. Its molar mass is 684.851 g mol⁻¹. As for the relative energy (zero: lowest compared OMol25 entry of this formula, charge and spin): 0.0 kcal/mol. As for the SMILES: CCOS(C)(=O)=O.O=S1(=O)OCCO1.O=S1(=O)OCCO1.c1ccccc1.c1ccccc1.c1ccccc1.c1ccccc1. As for the charge: 0. Its LUMO energy is 0.2434 eV.

These are the Löwdin partial charges, in e, on atoms 1 to 4: number 1, H, carries 0.130; number 2, O, carries -0.230; number 3, H, carries 0.128; number 4, H, carries 0.132

***

No. 4
Below is C31H41BN9OPdS3 as an isolated structure, with properties calculated with ωB97M-V/def2-TZVPD.

Element x y z (Å)
C  -1.8629  -1.3285  -2.6778
H  0.3979  -4.5949  0.0283
N  -2.7380  4.9544  5.6816
C  3.4419  -1.7533  3.4456
H  1.6771  -0.1188  -4.5862
C  -3.2986  1.8657  -1.1038
C  1.8239  -0.3007  2.1559
H  0.9732  1.1340  4.3551
C  -3.7928  3.8984  0.2869
C  2.1926  -1.9293  -2.5516
C  3.0078  2.8274  -1.5150
C  -3.0889  0.5170  -3.8271
H  3.4870  -2.7487  3.8812
H  -3.8407  1.3038  -3.7610
C  -2.4638  0.7603  -1.4320
N  -3.0189  0.4796  4.9151
H  -1.7441  -1.9059  -1.7639
H  -2.1526  0.9658  -4.1630
H  2.9012  4.9142  -1.9507
C  3.2703  1.7583  -2.3158
H  4.0011  1.8554  -3.1075
C  3.0048  -0.7030  -2.9581
N  0.7097  -0.1963  1.4180
C  -0.8052  -4.5953  2.4187
H  -4.1415  -1.3081  -1.0676
H  0.1367  -5.1426  2.3659
H  -4.2017  2.0341  -1.6749
C  2.6455  0.4977  -2.1023
H  2.9640  -1.2338  -5.0493
C  -2.2627  3.9373  5.4307
C  3.6434  4.1672  -1.6634
H  4.0800  4.4919  -0.7180
S  -1.2803  3.4348  1.8891
C  -0.3958  2.5796  4.6425
H  -2.1860  -2.0003  -3.4736
O  0.4630  3.4713  4.4740
Pd  0.7548  2.4860  2.3170
H  -4.6358  4.0161  -0.3900
B  0.4315  1.1793  0.7419
C  2.1834  -1.5751  2.6622
N  0.0350  1.3536  4.0277
H  -0.4053  -3.2163  -0.7282
H  -2.3948  -2.0312  0.7332
C  -1.7343  2.4505  0.5720
C  -2.8991  -0.2269  -2.4991
N  -0.1523  -1.1827  1.1892
C  0.1090  -2.3646  1.6943
H  4.7200  -1.2212  -1.7159
H  4.7815  -1.8639  -3.3595
H  1.5026  -3.5749  2.8187
N  -1.3275  0.5657  -0.8265
N  -0.9846  1.4143  0.1687
H  3.3349  0.4638  -4.7871
H  2.3757  -2.2043  -1.5127
H  3.5108  -1.0106  4.2412
H  -4.5197  -1.6287  -2.7621
H  -4.1750  3.7723  1.3022
H  4.3141  -1.6124  2.8047
H  -3.0035  -3.6665  1.0246
H  -0.9407  -4.2220  3.4354
C  -2.9629  2.7241  -0.1102
C  -4.2307  -0.8513  -2.0547
H  -5.0397  -0.1208  -2.0209
N  1.7702  0.3304  -1.1482
H  -3.1979  4.8128  0.2821
C  -2.3133  -2.9018  1.3810
C  -2.5029  1.5056  5.0312
C  -1.7100  2.6783  5.0832
H  -2.6234  -2.6064  2.3847
H  -1.3214  -4.6838  -0.3575
C  2.7279  -0.3686  -4.4299
H  -0.6021  0.5631  4.0862
C  2.0809  2.5834  -0.4656
C  -0.5306  -4.0214  -0.0046
S  1.6641  3.7604  0.7190
C  4.4992  -0.9977  -2.7608
N  1.5044  1.3844  -0.3652
H  5.1293  -0.1638  -3.0726
H  -3.4199  -0.1849  -4.5927
H  -0.8902  -0.9179  -2.9433
C  1.2973  -2.5887  2.4273
S  2.7130  1.1453  2.5138
H  4.4215  4.1435  -2.4226
H  -1.6005  -5.3150  2.2257
H  1.1234  -1.7596  -2.6622
C  -0.8897  -3.4695  1.3855
H  2.4769  -2.7688  -3.1864

For the HOMO-LUMO gap, the calculation gives 0.226 hartree. The total energy comes out at -84929.9631 eV. The calculation puts the highest occupied orbital energy at -10.4 eV. Its molar mass is 769.164 g mol⁻¹. As for the relative energy (zero: lowest compared OMol25 entry of this formula, charge and spin): 4.0 kcal/mol. As for the charge: +1. Its LUMO energy is -4.2325 eV.

These are the Löwdin partial charges, in e, on atoms 1 to 4: number 1, C, carries -0.048; number 2, H, carries 0.091; number 3, N, carries 0.162; number 4, C, carries -0.040